<w>
{"formula": "C6H13N2", "method": "wB97M-V/def2-TZVPD", "symbols": ["C", "C", "C", "N", "H", "H", "H", "H", "H", "H", "H", "H", "C", "C", "C", "N", "H", "H", "H", "H", "H"], "xyz": [[1.57789, -0.66154, -1.71826], [2.14455, -0.11552, -0.39345], [0.28738, 0.44187, 1.25040], [1.44302, -0.42305, 0.85371], [1.66064, -1.75178, -1.75011], [0.52809, -0.39919, -1.78511], [2.10193, -0.25347, -2.58289], [3.14944, -0.53030, -0.26194], [2.23848, 0.96621, -0.48526], [-0.35426, -0.18637, 1.87573], [0.66407, 1.25690, 1.87790], [1.07596, -1.36954, 0.83067], [-1.70677, 0.20799, -0.15598], [-2.12945, -1.04848, 0.40995], [-1.71110, 1.53287, 0.55618], [-0.39032, 1.05511, 0.09540], [-1.87240, 0.35527, -1.22846], [-2.96593, -1.17111, 1.07870], [-1.71790, -1.92861, -0.08582], [-2.16951, 2.34187, -0.00415], [-1.85384, 1.68086, 1.62280]], "s_squared": 0.7548, "gap_ha": [0.357, 0.305], "total_charge": 0, "lumo_ev": [1.108, -0.428], "spin_multiplicity": 2}



<x>
{"formula": "C6H13N2", "method": "wB97M-V/def2-TZVPD", "symbols": ["C", "C", "C", "N", "H", "H", "H", "H", "H", "H", "H", "H", "C", "C", "C", "N", "H", "H", "H", "H", "H"], "xyz": [[0.47873, 0.74348, -2.10579], [-1.02470, 0.79304, -1.69110], [-1.27262, -0.04444, 0.66125], [-1.37001, 1.12843, -0.31832], [0.92084, 1.74686, -2.06852], [1.00771, 0.10279, -1.37599], [0.62697, 0.34082, -3.11522], [-1.52935, 1.56250, -2.29565], [-1.46183, -0.18116, -1.93982], [-1.04639, 0.38579, 1.65717], [-2.24939, -0.56064, 0.74040], [-0.77795, 1.80984, 0.03918], [1.09563, -0.72207, 0.95915], [1.45823, 0.31156, 1.89458], [0.11306, -1.90921, 1.24650], [-0.29099, -0.99531, 0.10289], [1.90063, -1.05287, 0.19645], [1.63388, 0.17399, 2.95154], [1.84228, 1.26273, 1.37894], [0.51035, -2.89127, 0.98317], [-0.56509, -2.00487, 2.09919]], "s_squared": 0.7566, "gap_ha": [0.357, 0.297], "total_charge": 0, "lumo_ev": [1.075, -0.603], "spin_multiplicity": 2}



List of relative energies, unit kJ/mol: <w> 0.0; <x> 69.1



<w>
{"formula": "CH3NOS", "method": "wB97M-V/def2-TZVPD", "symbols": ["O", "N", "C", "S", "H", "H", "H"], "xyz": [[-0.62921, 0.19778, -1.32162], [-0.27037, 0.19036, 0.04941], [0.95343, -0.25227, 0.48111], [1.11957, -0.57645, 2.02223], [-1.69662, 0.60008, -1.62102], [-1.10068, 0.12514, 0.64177], [1.62388, -0.28465, -0.25188]], "gap_ha": 0.314, "total_charge": 0, "lumo_ev": -0.064}



<x>
{"formula": "CH3NOS", "method": "wB97M-V/def2-TZVPD", "symbols": ["C", "N", "O", "S", "H", "H", "H"], "xyz": [[1.02129, -0.05475, 0.27682], [0.16755, 0.82472, 0.20325], [-1.67063, -1.04666, -0.07519], [-1.50874, 0.39533, -0.08612], [2.40313, 0.27346, 1.05747], [0.96782, -1.11603, 0.09225], [-1.38041, 0.72393, -1.46849]], "gap_ha": 0.368, "total_charge": 0, "lumo_ev": 0.173}



List of relative energies, unit kJ/mol: <w> 0.0; <x> 68.7



<w>
{"formula": "C18H20FNO3S", "method": "wB97M-V/def2-TZVPD", "symbols": ["O", "C", "N", "C", "C", "C", "C", "C", "O", "C", "C", "C", "C", "C", "S", "C", "C", "C", "C", "C", "C", "F", "C", "O", "H", "H", "H", "H", "H", "H", "H", "H", "H", "H", "H", "H", "H", "H", "H", "H", "H", "H", "H", "H"], "xyz": [[-0.14780, -0.57494, 2.15707], [-0.25073, -0.98155, 1.01461], [-1.44374, -1.12771, 0.38879], [-2.67534, -0.64462, 0.96012], [-3.33870, 0.35991, 0.00369], [-4.71014, 0.82632, 0.50726], [-5.66431, -0.13047, -0.20540], [-4.94224, -0.34107, -1.53412], [-3.55527, -0.27756, -1.25125], [0.90881, -1.38240, 0.19590], [1.02932, -1.79886, -1.10876], [2.40310, -2.00661, -1.33298], [3.03069, -1.70290, -0.15320], [4.46606, -1.69764, 0.20921], [5.40819, -0.45139, -0.75347], [4.98758, 1.07482, 0.16309], [3.52250, 1.37212, 0.18657], [2.87277, 1.61554, 1.39014], [1.51966, 1.90434, 1.41774], [0.79052, 1.93732, 0.24343], [1.44487, 1.67297, -0.94578], [0.73671, 1.67863, -2.09769], [2.79698, 1.40141, -0.99818], [2.13125, -1.32721, 0.76718], [-1.48917, -1.36717, -0.58857], [-2.43068, -0.17443, 1.91508], [-3.35563, -1.48631, 1.13104], [-2.64945, 1.19829, -0.15850], [-4.89867, 1.85195, 0.18949], [-4.78246, 0.77310, 1.59082], [-5.74027, -1.07142, 0.34000], [-6.66122, 0.28215, -0.33847], [-5.20250, 0.45396, -2.24704], [-5.15180, -1.30882, -1.99543], [0.24715, -1.93367, -1.82794], [2.87250, -2.32655, -2.24052], [4.59227, -1.47799, 1.26822], [4.94063, -2.64707, -0.03767], [5.39084, 0.97855, 1.17169], [5.53653, 1.85474, -0.36743], [3.42904, 1.57807, 2.31484], [1.02542, 2.08032, 2.35920], [-0.26695, 2.14753, 0.24175], [3.27365, 1.19632, -1.94456]], "gap_ha": 0.331, "total_charge": 0, "lumo_ev": 0.705}



<x>
{"formula": "C18H20FNO3S", "method": "wB97M-V/def2-TZVPD", "symbols": ["O", "C", "N", "C", "C", "C", "C", "C", "O", "C", "C", "C", "C", "C", "S", "C", "C", "C", "C", "C", "C", "F", "C", "O", "H", "H", "H", "H", "H", "H", "H", "H", "H", "H", "H", "H", "H", "H", "H", "H", "H", "H", "H", "H"], "xyz": [[2.63132, -1.90026, -0.90105], [1.98976, -0.92113, -1.23715], [2.54137, 0.28976, -1.50486], [3.88458, 0.59009, -1.08519], [3.88731, 1.30844, 0.28575], [5.27552, 1.26441, 0.93420], [5.25162, -0.07605, 1.68032], [3.75120, -0.41475, 1.78644], [3.03550, 0.66444, 1.20386], [0.53251, -0.96862, -1.42904], [-0.34314, -2.00846, -1.25244], [-1.62967, -1.48943, -1.50500], [-1.45426, -0.17015, -1.82491], [-2.44202, 0.87910, -2.15098], [-2.37590, 2.28736, -0.97082], [-2.42775, 1.40209, 0.62893], [-3.59648, 0.47798, 0.74051], [-3.41554, -0.84428, 1.12759], [-4.49672, -1.70339, 1.22567], [-5.77453, -1.26024, 0.93387], [-5.93983, 0.05880, 0.55066], [-7.17979, 0.50567, 0.26230], [-4.87661, 0.93377, 0.44953], [-0.14746, 0.15050, -1.78011], [1.91384, 1.06896, -1.63714], [4.37806, 1.21723, -1.83184], [4.40423, -0.36679, -1.00506], [3.49909, 2.32533, 0.16276], [5.37828, 2.09270, 1.63502], [6.07329, 1.32493, 0.19748], [5.77597, -0.84756, 1.11893], [5.71345, 0.00459, 2.66215], [3.40676, -0.50218, 2.81916], [3.51625, -1.34378, 1.25351], [-0.08187, -3.00793, -0.97365], [-2.56176, -2.01456, -1.46086], [-2.23816, 1.34075, -3.11757], [-3.44893, 0.46360, -2.14016], [-1.48366, 0.87256, 0.75919], [-2.48848, 2.20448, 1.36601], [-2.42270, -1.20188, 1.35624], [-4.34210, -2.72763, 1.52867], [-6.63025, -1.91284, 0.99916], [-5.04230, 1.95439, 0.13991]], "gap_ha": 0.336, "total_charge": 0, "lumo_ev": 0.556}



List of relative energies, unit kJ/mol: <w> 6.1; <x> 0.0



<w>
{"formula": "C5H10NO2", "method": "wB97M-V/def2-TZVPD", "symbols": ["C", "N", "C", "C", "C", "C", "O", "O", "H", "H", "H", "H", "H", "H", "H", "H", "H", "H"], "xyz": [[0.37561, 2.10722, -2.76166], [0.23882, -1.70952, 2.18843], [-1.12963, -1.40403, 2.52607], [0.00851, -1.08737, -0.20326], [0.68044, -0.94008, 1.20995], [0.50673, 0.41063, -0.06632], [-0.42291, 1.19459, 0.22260], [1.59573, 0.66398, -0.58908], [1.35960, 1.65016, -2.76792], [0.34266, 2.77650, -1.90267], [-0.35680, 1.32947, -2.56360], [-1.59682, -2.22863, 3.08308], [-1.78860, -1.09814, 1.69893], [-1.32332, -0.54367, 3.18789], [0.61474, -1.76990, -0.77474], [0.19176, 2.71682, -3.64838], [-1.05344, -1.23639, -0.13706], [1.75693, -0.83164, 1.29775]], "gap_ha": 0.275, "total_charge": -1, "lumo_ev": 3.912}



<x>
{"formula": "C5H10NO2", "method": "wB97M-V/def2-TZVPD", "symbols": ["C", "C", "C", "O", "N", "C", "C", "O", "H", "H", "H", "H", "H", "H", "H", "H", "H", "H"], "xyz": [[-2.61539, -0.38452, -0.58796], [-1.16799, -0.88499, -0.83056], [-0.46421, -1.12457, 0.49375], [-1.00852, -1.79966, 1.36553], [0.70343, -0.50264, 0.72452], [1.40248, 0.43245, -0.17623], [2.32491, 1.41009, 0.64796], [2.36081, 2.61931, 0.05802], [-3.26128, -0.70251, -1.40091], [-2.54139, 0.70400, -0.53197], [-2.98906, -0.73678, 0.36925], [-0.58411, -0.14568, -1.36951], [-1.26869, -1.80998, -1.39653], [1.10152, -0.52491, 1.65610], [1.98916, -0.08501, -0.92623], [0.69805, 1.15335, -0.58207], [3.33810, 0.96308, 0.75150], [1.98218, 1.41897, 1.73535]], "gap_ha": 0.234, "total_charge": -1, "lumo_ev": 3.714}



<y>
{"formula": "C5H10NO2", "method": "wB97M-V/def2-TZVPD", "symbols": ["O", "C", "N", "C", "C", "C", "C", "O", "H", "H", "H", "H", "H", "H", "H", "H", "H", "H"], "xyz": [[0.30618, 3.73842, -1.75947], [-0.16915, 2.92155, -0.97554], [0.52871, 1.77638, -0.72962], [0.25647, 0.71808, 0.23158], [-0.81620, -0.26909, -0.22672], [-0.70883, -1.67095, 0.38726], [0.78555, -2.09884, 0.83935], [1.07080, -1.47537, 1.99406], [-1.12573, 3.09251, -0.49687], [1.34468, 1.64898, -1.30683], [1.15343, 0.13986, 0.43452], [0.16193, 1.08763, 1.26536], [-0.73978, -0.41029, -1.30899], [-1.85259, 0.07617, -0.06679], [-1.35962, -1.88960, 1.23879], [-1.05053, -2.38054, -0.40574], [0.76080, -3.21272, 0.86875], [1.45391, -1.79218, 0.01692]], "gap_ha": 0.231, "total_charge": -1, "lumo_ev": 3.725}



<z>
{"formula": "C5H10NO2", "method": "wB97M-V/def2-TZVPD", "symbols": ["C", "N", "C", "O", "C", "C", "C", "O", "H", "H", "H", "H", "H", "H", "H", "H", "H", "H"], "xyz": [[1.21196, -1.27228, -1.74098], [2.18758, -0.54245, -1.03638], [1.67685, -0.15350, 0.20054], [1.16489, -1.21947, 0.96210], [-1.41144, -0.72580, 1.05095], [-1.30240, 0.36026, 0.31133], [-1.51503, 1.84875, 0.77241], [-1.63766, 2.66660, -0.27168], [1.52082, -1.48029, -2.78052], [0.93823, -2.28173, -1.38491], [0.21162, -0.77271, -1.81189], [2.32158, 0.40982, 0.87754], [0.77366, 0.50884, -0.09264], [0.17164, -1.02909, 1.00616], [-2.18570, -0.74874, 1.81630], [-1.12292, 0.33443, -0.76865], [-0.64231, 2.15810, 1.39625], [-2.36138, 1.93925, 1.49408]], "gap_ha": 0.153, "total_charge": -1, "lumo_ev": 1.218}



List of relative energies, unit kJ/mol: <w> 230.6; <x> 0.0; <y> 43.6; <z> 746.6